Entry 1:
Molecular formula: C6H12O
Method: DFT, wB97M-V/def2-TZVPD

Summary:
SMILES: C=CC=C(C)C.O
HOMO-LUMO gap in eV: 8.7

The geometry in ORCA input format:
```
! wB97M-V def2-TZVPD RIJCOSX def2/J DEFGRID3
* xyz 0 1
C -0.47638 -0.23237 -1.39969
C -1.16450 -0.24538 -0.10827
C -1.21977 -1.35356 0.68870
C -0.32955 -2.43755 0.48327
C -0.24843 -3.62883 1.20027
C -1.61623 1.04815 0.41428
H -0.60077 0.68285 -1.95254
H 0.54347 -0.49309 -1.19517
H -0.91551 -0.97042 -2.07511
H -1.80046 -1.30272 1.64739
H 0.11346 -2.57865 -0.53163
H -1.05231 -3.87992 1.91698
H 0.57372 -4.37290 0.86889
H -0.83216 1.86510 0.59664
H -2.37862 1.53007 -0.37852
H -2.17399 0.94736 1.40813
H 5.19148 5.12940 -0.87508
H 4.12216 5.45411 0.04603
O 4.26437 4.83837 -0.75455
*
```

Entry 2:
Molecular formula: C18H52FN4O6
Method: DFT, wB97M-V/def2-TZVPD

Summary:
HOMO-LUMO gap in eV: 5.4

The geometry in ORCA input format:
```
! wB97M-V def2-TZVPD RIJCOSX def2/J DEFGRID3
* xyz -1 1
F 0.31946 -0.20124 0.07728
C -1.08781 1.03966 -2.06986
C -1.44135 2.44219 -1.47718
C -0.37282 3.47433 -1.86773
O -0.41884 4.57900 -0.90552
C 0.59876 5.56875 -0.95909
N -2.73782 2.88922 -1.91134
H -0.08026 0.70249 -1.82642
H -1.12745 1.10724 -3.15704
H -1.79586 0.25179 -1.81289
H -1.44910 2.28640 -0.39840
H -0.41319 3.89736 -2.87149
H 0.62469 3.04546 -1.77216
H 0.69911 6.03131 -1.94096
H 1.43689 4.93070 -0.67889
H 0.29509 6.30808 -0.21796
H -3.12463 3.66797 -1.39750
H -3.34589 2.10836 -1.70985
C -3.76439 -0.68553 2.13873
C -2.57940 0.07030 1.58187
C -1.34295 0.04073 2.50765
O -0.88823 -1.29250 2.72779
C -0.44885 -1.39554 4.11529
N -2.17721 -0.55491 0.37561
H -4.33171 -0.04710 2.81597
H -3.48996 -1.63796 2.59221
H -4.46166 -0.71320 1.30139
H -2.92636 1.08147 1.36917
H -1.54291 0.56687 3.44107
H -0.51822 0.49972 1.96245
H 0.47380 -0.84571 4.30103
H -0.21309 -2.43666 4.33570
H -1.21220 -1.08930 4.83057
H -3.04381 -0.37924 -0.11249
H -1.56552 0.07653 -0.12159
C -2.13348 -1.20624 -3.43502
C -1.53820 -1.86931 -2.28043
C -0.04652 -2.42243 -2.51721
O 0.46387 -2.91765 -1.32059
C 1.69358 -3.54114 -1.54893
N -1.61690 -1.07469 -1.12458
H -2.24705 -1.88743 -4.27834
H -1.44474 -0.43494 -3.77973
H -3.06443 -0.79123 -3.04876
H -2.17513 -2.74546 -2.15890
H 0.59416 -1.58928 -2.80617
H -0.13271 -3.14902 -3.32513
H 2.53543 -2.91419 -1.84275
H 1.63474 -4.33581 -2.29266
H 2.09710 -3.95423 -0.62447
H -2.54022 -0.69172 -0.97998
H -1.07403 -0.25191 -1.34464
C 3.55831 -0.55619 0.77105
C 2.62412 -1.71129 1.08657
C 1.69077 -1.29541 2.20925
O 0.76949 -2.29927 2.75747
C 1.41913 -3.04663 3.76979
N 1.79145 -1.87935 -0.10431
H 4.21486 -0.66347 -0.09239
H 4.16236 -0.41460 1.66725
H 2.90825 0.31429 0.68273
H 3.14307 -2.61003 1.41985
H 1.06751 -0.47052 1.86401
H 2.24922 -0.81024 3.00977
H 2.35905 -3.42420 3.36720
H 0.82911 -3.80243 4.28820
H 1.70046 -2.38515 4.58917
H 1.56834 -0.94691 -0.42193
H 2.46324 -2.14458 -0.81030
C 1.27498 2.46445 1.04114
O 1.09260 1.18860 1.65840
H 2.23966 2.52638 0.53750
H 0.50240 2.64470 0.29366
H 1.06372 3.16994 1.84473
H 0.78767 0.55010 1.00961
C 2.00755 1.27905 -2.03267
O 1.73476 -0.07184 -1.79322
H 1.92025 1.71570 -1.03778
H 3.02181 1.54557 -2.32993
H 1.22289 1.65246 -2.69068
H 1.06127 -0.12913 -1.11150
*
```